Below is a molecular structure, C26H42O13P2S3Sn, with properties calculated with wB97M-V/def2-TZVPD.

The geometry in XYZ format:
```
87
Properties=species:S:1:pos:R:3:forces:R:3:mulliken_charge:R:1
Sn -0.0471 -0.7043 1.3840 0.0601 -0.1631 -0.4587 1.5490
C 5.4189 -4.0815 -0.9145 -0.0211 -0.0071 0.0303 -1.3389
C 4.5900 -4.7224 0.1767 0.0856 -0.0570 -0.0192 0.4321
C 3.8929 -5.9901 -0.2655 -0.0023 0.0172 0.0192 -1.0490
O 3.6611 -3.7058 0.7006 -0.0583 0.0284 -0.0007 -0.3588
P 2.1594 -3.4151 0.4291 0.0988 0.0865 -0.1217 0.0140
O 1.7643 -2.2223 1.2389 -0.1042 -0.0187 0.1895 -0.5477
C 1.9256 -3.1125 -1.3461 -0.1501 -0.0079 0.1303 -0.7175
P 0.4478 -2.1266 -1.6985 0.4616 0.1169 0.1100 -1.3955
O 0.4885 -0.9283 -0.7688 -0.3421 -0.1535 0.0560 1.2117
O -0.8070 -3.0264 -1.5013 -0.0486 -0.0010 0.0858 0.3739
C -1.0720 -4.2311 -2.3575 -0.0055 0.0533 -0.0717 0.8705
C -1.0313 -5.4671 -1.4917 -0.0849 0.1088 0.0131 -1.1075
C -2.4166 -4.0549 -3.0191 0.0521 0.0943 -0.1007 -1.4561
O 0.6298 -1.7571 -3.1970 0.0980 0.0779 0.0342 -0.3175
C -0.4074 -1.4244 -4.2073 -0.0342 0.0112 -0.0187 1.5833
C -0.2750 0.0359 -4.5636 0.0885 -0.0549 -0.0009 -1.2381
C -0.1753 -2.3465 -5.3800 -0.0166 -0.0140 0.0273 -1.5822
O 1.2810 -4.6758 0.6802 -0.0204 -0.0590 -0.1137 0.1207
C 0.7178 -5.1360 1.9622 -0.0767 -0.0343 0.0630 0.4988
C 1.7987 -5.2621 3.0131 -0.0127 -0.0021 -0.0269 -1.3028
C -0.4267 -4.2309 2.3789 0.0615 0.0559 0.0354 -1.0329
H 6.2346 -4.7490 -1.1891 0.0088 -0.0122 -0.0130 0.4489
H 5.8490 -3.1415 -0.5731 0.0092 0.0060 0.0122 0.3575
H 4.8219 -3.8994 -1.8098 -0.0104 -0.0074 -0.0214 0.2437
H 5.2170 -4.9332 1.0426 -0.0206 0.0175 -0.0204 0.3322
H 3.2542 -5.8205 -1.1341 -0.0014 -0.0084 -0.0190 0.2238
H 3.2941 -6.4277 0.5300 0.0081 -0.0072 -0.0001 0.1855
H 4.6537 -6.7143 -0.5534 0.0134 -0.0119 -0.0135 0.5085
H 1.8877 -4.0610 -1.8830 0.0061 -0.0145 -0.0468 0.4623
H 2.7884 -2.5497 -1.7069 0.0145 0.0290 -0.0062 0.5751
H -0.2752 -4.2608 -3.1080 -0.0240 -0.0118 0.0789 0.1954
H -1.8024 -5.4091 -0.7229 -0.0081 0.0005 0.0242 0.3057
H -0.0664 -5.6087 -1.0215 0.1513 -0.0119 0.0834 0.0102
H -1.2420 -6.3339 -2.1174 -0.0029 -0.0084 -0.0042 0.4816
H -3.1820 -3.8809 -2.2710 -0.1274 0.0271 0.1373 0.3441
H -2.6532 -4.9708 -3.5611 -0.0240 0.0162 -0.0178 0.4476
H -2.4361 -3.2278 -3.7274 -0.0246 -0.0934 0.0519 0.2985
H -1.3748 -1.5965 -3.7385 0.0458 0.0313 0.0262 -0.3266
H 0.7495 0.2621 -4.8672 -0.0182 0.0004 -0.0042 0.3371
H -0.5781 0.6521 -3.7242 -0.0014 0.1387 0.1694 -0.0048
H -0.9373 0.2623 -5.3986 -0.0066 -0.0044 -0.0112 0.4902
H 0.8074 -2.1706 -5.8181 0.0009 0.0071 0.0045 0.4058
H -0.9307 -2.1564 -6.1416 -0.0087 0.0005 -0.0209 0.4284
H -0.2466 -3.3942 -5.0901 -0.0056 0.0128 -0.0296 0.3062
H 0.3310 -6.1207 1.6976 0.0066 0.0571 0.0033 0.2922
H 2.2811 -4.3005 3.1947 -0.0141 0.0194 0.0299 0.3277
H 2.5552 -5.9911 2.7274 0.0150 0.0014 -0.0079 0.3056
H 1.3467 -5.5945 3.9468 -0.0013 -0.0204 0.0201 0.4726
H -0.0464 -3.3335 2.8760 -0.0194 -0.0477 -0.0308 0.0338
H -1.0593 -4.7554 3.0944 -0.0078 0.0000 0.0021 0.5037
H -1.0443 -3.9512 1.5228 -0.0153 -0.0355 -0.0074 0.2346
O -2.0297 -0.1149 -1.5421 -0.0813 -0.1279 0.0136 -0.6008
S -2.8680 -0.6241 -0.4820 0.0094 0.0808 -0.2555 1.6491
O -3.8180 -1.6412 -0.7959 0.0002 -0.1218 -0.0297 -0.6799
O -2.0330 -1.0619 0.7154 0.1530 -0.0734 0.0901 -0.6850
C -3.8021 0.7598 0.1292 -0.0502 -0.1289 -0.0263 -0.2761
C -4.9493 0.4672 0.8606 0.0158 0.0053 0.0193 -0.8089
C -5.7720 1.4770 1.3318 0.0050 -0.0087 -0.0416 -0.8248
C -5.4701 2.8030 1.0612 0.0542 -0.0092 0.0181 -0.5591
C -4.3383 3.1172 0.3235 -0.0344 -0.0544 0.0260 -0.4865
C -3.5312 2.0923 -0.1244 -0.0839 0.2494 0.1013 0.4233
S -1.0300 2.6069 -0.2682 -0.1150 -0.0322 0.0290 0.8661
O -0.6436 3.9350 0.0236 -0.1036 0.0301 0.0615 -0.4984
O -2.4133 2.5288 -0.9207 0.0670 -0.0704 -0.1805 -0.1290
O -0.8870 1.5756 0.7091 0.2899 0.2979 0.2568 -0.4431
H -5.1932 -0.5726 1.0307 -0.0192 0.0024 0.0177 0.5321
H -6.6612 1.2263 1.8923 -0.0005 -0.0092 0.0183 0.4324
H -6.1109 3.5958 1.4208 -0.0116 0.0061 -0.0225 0.4396
H -4.0853 4.1398 0.0828 0.0137 0.0253 -0.0058 0.5372
C 1.6656 3.5804 -2.6651 -0.0383 0.0339 0.0460 -1.2002
S 1.4425 2.1043 -1.6898 0.0653 0.2237 0.0306 0.5203
O -0.1937 2.1476 -1.5700 -0.0214 -0.2882 -0.3050 -0.0048
C 2.1864 2.4854 -0.1512 -0.0632 -0.0344 -0.0463 0.5733
C 2.1847 3.7582 0.4245 0.1367 0.0088 0.0548 -0.0585
C 2.8279 3.9300 1.6360 -0.0228 0.0101 -0.0790 -0.8998
C 3.4635 2.8575 2.2546 -0.0072 -0.0367 -0.0168 -0.5063
C 3.4822 1.6018 1.6618 -0.0288 -0.0329 -0.0570 -0.6648
C 2.8427 1.4063 0.4489 -0.0969 -0.0229 0.0609 -0.5322
H 1.1292 4.4084 -2.2073 0.0275 0.0171 0.0096 0.3529
H 1.2753 3.3663 -3.6579 -0.0228 -0.0170 0.0073 0.4248
H 2.7372 3.7725 -2.7090 0.0131 -0.0144 -0.0097 0.4941
H 1.6926 4.5963 -0.0427 -0.0153 -0.0066 -0.0176 0.3216
H 2.8362 4.9071 2.0974 -0.0022 0.0091 0.0200 0.4490
H 3.9548 3.0078 3.2062 0.0257 0.0052 0.0077 0.4462
H 3.9925 0.7743 2.1348 0.0061 0.0086 0.0181 0.5162
H 2.8496 0.4343 -0.0260 -0.0303 -0.0723 -0.0437 0.4437
```
Positions in Å, forces in eV/Å.

Values from the calculation:
Net charge   +2
Relative energy (zero: lowest compared OMol25 entry of this formula, charge and spin)   0.00 kJ/mol
Highest occupied orbital energy   -14.3 eV
LUMO energy   -6.3 eV
M   839.5 g mol⁻¹

=====

Below is a molecular structure, C13H26MgNO3P2, with properties calculated with wB97M-V/def2-TZVPD.

The geometry in XYZ format:
```
46
Properties=species:S:1:pos:R:3:forces:R:3:mulliken_charge:R:1
Mg 0.0229 -0.8668 0.7927 -0.0597 -1.0428 -0.0511 0.4409
P -2.3563 0.1386 0.6592 -0.1255 -1.2746 -0.4991 0.8007
C -2.0823 0.3370 -1.1424 0.1990 2.8552 0.2066 -1.5210
C -0.8031 0.8726 -1.6081 0.2894 -0.3023 0.4196 1.2112
N 0.2956 0.5595 -0.8448 0.7818 0.3209 -0.8894 0.2511
C 1.5054 1.0103 -1.2380 -0.1101 0.1217 0.1886 0.6966
C 1.6785 1.8163 -2.3733 -0.2151 -0.0050 -0.8327 -0.9173
C 0.5755 2.1313 -3.1586 -0.1871 -0.0614 0.0124 -0.5685
C -0.6662 1.6638 -2.7704 -0.9710 -0.5381 0.7493 -1.1426
C 2.7555 0.7165 -0.4286 0.0113 -0.3224 0.6189 -1.2299
P 2.5700 -0.7411 0.7202 -0.0216 0.2082 -1.0376 0.6428
H -1.6065 1.8938 -3.2698 0.4543 0.0665 -0.2892 0.4792
H 2.6745 2.1393 -2.7056 -0.4594 -0.1903 0.4432 0.4765
H 0.6385 2.7078 -4.0791 0.2466 -0.0100 0.2794 0.4432
H 3.6313 0.5034 -1.0809 -0.6032 0.3994 0.2613 0.5916
H 2.9853 1.5944 0.2103 -0.0813 -0.3025 -0.4330 0.4208
H -2.1738 -1.1433 -1.8462 0.4137 -2.0126 -1.0452 0.2326
H -2.9595 0.6908 -1.7035 0.2447 -0.3177 -0.1298 0.6048
H -0.7540 -2.5914 -1.3954 2.1851 -0.0532 1.0967 0.4130
O -1.9319 -2.1068 -2.1288 -1.0700 0.9994 0.2611 -0.5919
H -2.1149 -2.2872 -3.0532 -0.1821 0.2770 -0.1893 0.2431
H -0.5378 -2.4980 1.3914 -0.0912 0.4036 0.7563 -0.2558
O 0.1332 -2.6285 -0.8277 -2.1637 -0.5956 0.8533 -0.6106
H -0.1825 -3.0831 0.0590 0.7633 1.0170 -1.7387 0.2345
C 3.0165 -2.0822 -0.4449 -0.0017 -0.0982 0.2875 -1.2777
H 3.9813 -1.8251 -0.9118 -0.3530 -0.2719 0.0430 0.4502
H 3.1044 -3.0094 0.1434 0.0617 0.2089 -0.3224 0.3975
H 2.1906 -2.2306 -1.1649 0.6017 0.1109 0.2953 0.2958
C 4.0313 -0.5671 1.7573 0.1157 -0.0328 0.3220 -1.2561
H 4.0453 -1.4007 2.4665 0.1543 0.1248 -0.1051 0.3924
H 4.9257 -0.5928 1.1259 -0.0414 0.0531 0.2499 0.3700
H 3.9806 0.3669 2.3273 0.1055 -0.1565 -0.1130 0.3878
C -3.3135 1.5648 1.2440 -0.1053 0.3506 -0.2626 -1.2945
H -4.2494 1.6242 0.6699 0.2074 0.1721 0.3028 0.4332
H -3.5313 1.3639 2.3045 -0.0472 0.1312 -0.3324 0.4116
H -2.7469 2.5016 1.1588 -0.1958 -0.2368 0.0428 0.3537
C -3.6475 -1.1614 0.5949 0.1457 0.2058 0.2080 -1.3038
H -3.8507 -1.4596 1.6343 -0.1359 -0.0550 -0.4282 0.4010
H -4.5438 -0.7399 0.1142 0.1537 -0.3501 0.1928 0.4082
H -3.2552 -2.0188 0.0289 -0.2456 0.2217 0.3129 0.3771
C -0.3639 1.2721 3.5182 -0.4129 0.4672 1.5280 -1.1110
C -0.0584 1.5216 2.1128 0.9284 -0.2174 -1.1727 0.6831
O 0.3077 2.4660 1.5024 -0.3430 -0.1873 0.4910 -0.4131
H 0.3633 0.5539 3.9396 -0.2034 0.3561 -0.2696 0.2776
H -1.3520 0.7869 3.6202 0.4361 0.2800 -0.1077 0.2783
H -0.3315 2.2366 4.0802 -0.0733 -0.7166 -0.1743 0.3934
```
Positions in Å, forces in eV/Å.

Values from the calculation:
Net charge   +1
Relative energy (zero: lowest compared OMol25 entry of this formula, charge and spin)   16.36 kJ/mol
Highest occupied orbital energy (spin up / spin down)   -10.7 / -10.6 eV
LUMO energy (spin up / spin down)   -3.5 / -5.5 eV
M   330.6 g mol⁻¹

=====

Below is C8H14N2O6 in the gas phase, with properties calculated with wB97M-V/def2-TZVPD.

The geometry in XYZ format:
```
30
Properties=species:S:1:pos:R:3:forces:R:3:mulliken_charge:R:1
N 0.6134 -0.4899 1.8154 1.2649 -2.7530 2.1683 -0.5960
C -0.4959 -0.9742 1.0387 2.1628 0.7818 -2.7379 -0.2146
C -1.5449 0.0949 0.8111 -0.9021 0.3013 -1.4617 -0.5493
C -2.5449 -0.2830 -0.3441 2.8239 -2.6582 -2.0129 -0.2958
C -3.9502 0.1724 -0.3356 -2.2749 0.6120 0.5957 0.2096
O -4.7500 0.1792 -1.2653 1.7968 -0.0832 1.7720 -0.5676
O -4.3793 0.6168 0.9645 0.9253 -0.9460 -2.3275 -0.4673
C 0.0574 -1.5265 -0.3249 -2.7071 -0.5738 -0.7165 0.3462
O -0.5174 -2.5558 -0.7482 1.9992 1.9965 0.2989 -0.6631
N 0.7892 -0.6916 -1.1804 1.5032 -0.3374 -2.0833 -0.0783
C 2.0717 0.2103 -0.9891 -2.2873 -5.0810 -0.7599 -0.1510
C 1.6415 1.4317 -0.3560 -0.4467 2.4846 0.2801 -0.3191
O 2.7984 2.3029 -0.3752 0.5695 -1.5011 0.9723 -0.5391
C 3.0095 -0.6997 -0.0877 0.2106 -0.8042 -1.6913 0.3821
O 2.9427 -1.8953 0.0010 -0.5907 0.5481 -0.0208 -0.5204
O 4.0134 -0.0392 0.4265 0.0634 2.3118 0.4602 -0.5279
H 1.3812 -1.2204 1.8620 -1.4512 1.0913 0.1900 0.4196
H 1.0792 0.3469 1.5691 -0.5699 0.2944 -0.0793 0.0676
H -0.9780 -1.8648 1.3524 -0.2221 -0.6809 1.3641 0.3502
H -1.0960 1.0800 0.5590 -0.1187 -0.5865 0.2283 0.1511
H -2.1087 0.2133 1.7070 -0.2780 0.1712 0.8384 0.5454
H -2.0351 0.0156 -1.3142 -0.9573 0.2191 0.9126 0.2790
H -2.4282 -1.4901 -0.6344 -0.9832 2.8584 1.3317 0.3098
H -5.3230 0.7277 0.8078 -0.3321 0.2431 0.1962 0.3301
H 0.8974 -1.1971 -2.0964 -0.2751 0.5757 1.3813 0.2740
H 2.5144 0.3672 -2.0430 -0.6387 -0.2211 1.8233 0.3595
H 1.4478 1.3566 0.7128 -0.6312 0.1804 -0.8038 0.0126
H 0.7948 1.9767 -0.9411 1.1075 -1.3413 1.1898 0.4847
H 2.3139 2.9186 -0.8349 0.0473 3.6345 -1.7397 0.4495
H 3.7856 0.9169 0.2431 1.1917 -0.7364 0.4316 0.5183
```
Positions in Å, forces in eV/Å.

Values from the calculation:
Net charge   0
Relative energy (zero: lowest compared OMol25 entry of this formula, charge and spin)   375.78 kJ/mol
Highest occupied orbital energy   -9.3 eV
LUMO energy   -0.1 eV
M   234.2 g mol⁻¹

=====

What is the net charge in the second record?
+1

=====

Which of these has the lowest net charge?
C8H14N2O6